Formula: C28H52F12O20S4
Source: the OMol25 dataset
Level of theory: ωB97M-V with the def2-TZVPD basis set

SMILES: CCOC(=O)C(F)(F)F.CCOC(=O)C(F)(F)F.CCOC(=O)C(F)(F)F.CCOC(=O)C(F)(F)F.CCOS(C)(=O)=O.CCOS(C)(=O)=O.CCOS(C)(=O)=O.CCOS(C)(=O)=O
Kohn-Sham gap: 10.881 eV
relative energy (zero: lowest compared OMol25 entry of this formula, charge and spin): 0.0 kJ/mol

```
! wB97M-V def2-TZVPD RIJCOSX def2/J DEFGRID3
* xyz 0 1
O 27.9783 -10.9857 13.7621
S 28.2549 -12.3975 13.6753
O 27.6509 -13.3470 14.5825
O 27.9064 -12.8059 12.1409
C 27.2205 -14.0419 11.8172
C 28.2938 -15.0392 11.3817
C 30.0231 -12.6812 13.7719
H 26.5678 -13.7669 10.9946
H 26.7280 -14.3578 12.7377
H 28.6340 -14.6990 10.3983
H 27.9409 -16.0638 11.2626
H 29.2096 -15.0331 11.9671
H 30.5512 -11.9512 13.1638
H 30.1685 -13.7085 13.4508
H 30.3656 -12.5700 14.7992
O 29.3060 -3.9217 21.6203
S 28.2358 -3.9570 20.6477
O 28.5505 -4.0820 19.2347
O 27.1505 -5.1209 21.0515
C 26.4955 -5.7664 19.9241
C 27.1195 -7.1402 19.7374
C 27.2411 -2.4483 20.9899
H 26.4786 -5.0760 19.0850
H 25.4441 -5.9220 20.1886
H 26.5537 -7.6934 18.9959
H 27.2645 -7.6423 20.6951
H 28.1728 -6.9659 19.4966
H 27.9971 -1.6959 21.1876
H 26.6574 -2.7318 21.8584
H 26.6860 -2.2584 20.0762
O 30.7939 -10.8500 16.6320
S 30.1746 -10.5114 17.8875
O 30.9026 -10.0630 19.0427
O 28.9959 -9.4154 17.5832
C 28.3901 -9.5028 16.3186
C 27.3676 -8.4231 16.0213
C 29.1062 -11.9065 18.3432
H 27.9350 -10.4720 16.0904
H 29.1411 -9.3920 15.5311
H 26.4241 -8.4384 16.5699
H 27.1560 -8.4045 14.9545
H 27.8333 -7.4697 16.2955
H 29.8076 -12.7078 18.5797
H 28.4648 -12.1485 17.5036
H 28.6414 -11.6189 19.2815
O 35.7679 -9.2905 20.5245
S 35.3342 -10.6521 20.4791
O 36.2171 -11.6323 19.8829
O 34.9353 -11.1800 21.9679
C 34.6785 -12.6001 22.0686
C 34.7452 -12.9908 23.5072
C 33.7132 -10.7208 19.6561
H 35.3047 -13.1889 21.3930
H 33.7162 -12.8389 21.5937
H 34.4922 -14.0516 23.5448
H 34.1758 -12.3561 24.1827
H 35.7726 -12.8885 23.8676
H 33.3944 -11.7593 19.5460
H 33.7345 -10.2516 18.6784
H 32.9247 -10.3179 20.2872
C 29.1889 -16.6095 21.0573
C 30.2728 -15.5296 20.9990
O 30.1508 -14.7472 22.1966
C 30.4501 -13.4635 22.2246
O 30.8879 -12.8674 21.2866
C 30.2783 -12.8658 23.6370
F 29.1371 -12.1551 23.6141
F 30.1526 -13.8489 24.5291
F 31.2714 -12.0601 23.9555
H 28.2064 -16.2418 21.3369
H 29.5082 -17.2317 21.8968
H 29.2192 -17.0963 20.0855
H 30.0905 -14.8757 20.1411
H 31.3078 -15.8627 20.9439
C 22.1875 -11.6648 21.4531
C 23.3635 -11.5516 20.5009
O 24.5360 -11.4885 21.3235
C 25.7012 -11.2488 20.7496
O 25.8480 -11.0668 19.5723
C 26.8681 -11.4023 21.7677
F 27.5601 -12.5156 21.3844
F 27.7112 -10.3501 21.6074
F 26.5606 -11.5354 23.0555
H 21.2509 -11.3203 21.0146
H 22.3033 -11.1234 22.3898
H 22.0640 -12.7231 21.6890
H 23.2688 -10.7022 19.8236
H 23.3812 -12.4201 19.8416
C 25.3594 -4.3125 14.8041
C 24.3382 -4.9056 13.8251
O 24.9093 -5.0953 12.5243
C 25.9009 -5.8928 12.2074
O 26.2769 -6.8347 12.8470
C 26.4017 -5.7011 10.7630
F 26.0911 -4.4991 10.2857
F 27.7288 -5.8261 10.7678
F 25.8907 -6.6493 9.9868
H 26.2636 -4.9133 14.7714
H 24.8945 -4.3930 15.7886
H 25.4612 -3.2547 14.5734
H 23.4548 -4.2778 13.7643
H 24.0470 -5.9156 14.1250
C 23.8360 -7.9520 18.3392
C 23.2819 -6.9665 17.3406
O 23.1324 -7.6048 16.0443
C 22.1510 -8.4524 15.8654
O 21.3049 -8.6879 16.6843
C 22.3705 -9.2465 14.5691
F 21.1863 -9.6935 14.1245
F 22.9327 -8.5046 13.6035
F 23.1933 -10.2712 14.8342
H 24.1463 -7.3396 19.1912
H 24.6753 -8.5344 17.9728
H 23.0358 -8.5502 18.7752
H 24.0316 -6.1948 17.1837
H 22.3282 -6.5656 17.6735
*
```